Here is C3H3NS2 in the gas phase in a non-equilibrium geometry from OMol25. Energies are from wB97M-V/def2-TZVPD.

Last column: Mulliken charge in e.
Atoms and positions in Å:
C 2.0512 1.6047 0.0110  0.144
C 1.5650 0.2917 -0.1076  0.725
C 0.1538 -0.0507 -0.0409  -1.350
N 2.2689 2.6549 0.4193  -0.401
S 2.7482 -0.6459 0.9612  -0.172
S 2.6406 -0.7794 -1.0924  -0.156
H -0.0683 -0.6052 -0.8586  0.403
H -0.4417 0.7562 -0.0177  0.439
H -0.0526 -0.6416 0.7936  0.367

Charge: 0
HOMO level, eV: -8.9
Orbital gap, Eh: 0.3100
Lowest unoccupied orbital energy, eV: -0.5
SMILES: CC1(C#N)SS1
Multiplicity: 1
Electronic energy, eV: -26318.3757



Here is 2 unconnected molecules or ions with the total composition C3H3NS2 in a non-equilibrium geometry from OMol25. Energies are from wB97M-V/def2-TZVPD.

Last column: Mulliken charge in e.
Atoms and positions in Å:
C -1.9823 0.1032 0.6032  -0.470
C -1.7104 -0.9978 0.2384  -0.318
C 0.7860 1.4223 -0.1623  0.352
N 0.3085 2.0374 -1.0176  -0.372
S 1.7084 0.4418 0.9091  -0.012
S 1.7704 -1.2157 -0.2875  -0.171
H -2.2327 0.8648 1.2602  0.392
H -1.4066 -1.7418 -0.4200  0.415
H 2.7587 -0.9141 -1.1235  0.184

Charge: 0
HOMO level, eV: -10.2
Orbital gap, Eh: 0.3634
Lowest unoccupied orbital energy, eV: -0.3
SMILES: N#CSS.C#C
Multiplicity: 1
Electronic energy, eV: -26316.8729



Here is a molecular structure, C3H3NS2 in a non-equilibrium geometry from OMol25. Energies are from wB97M-V/def2-TZVPD.

Last column: Mulliken charge in e.
Atoms and positions in Å:
C -1.4108 -0.6549 0.3076  0.396
C -0.5327 0.3624 0.5443  -0.198
C 0.8791 0.0976 0.4681  -0.474
N -2.1312 -1.5620 0.0632  -0.329
S -1.6128 2.2376 -0.2071  -0.100
S 1.7142 0.0033 -1.2113  -0.117
H 0.9513 -0.9371 0.8885  0.388
H 1.4759 0.9536 0.9751  0.283
H 0.6669 -0.5004 -1.8285  0.151

Charge: 0
HOMO level (spin up / spin down), eV: -9.3 / -9.3
Orbital gap (spin up / spin down), Eh: 0.2162 / 0.2164
Lowest unoccupied orbital energy (spin up / spin down), eV: -3.4 / -3.4
Multiplicity: 1
Electronic energy, eV: -26314.6393



Here is a molecular structure, C3H3NaO2 in a non-equilibrium geometry from OMol25. Energies are from wB97M-V/def2-TZVPD.

Last column: Mulliken spin population.
Atoms and positions in Å:
C 3.3769 -0.1906 0.8250  1.010
C 3.5851 1.0995 0.6595  -0.190
H 3.3559 -1.0963 0.2157  0.050
H 3.7685 1.5240 -0.3393  0.070
H 3.6207 1.8019 1.5021  0.049
O -3.0487 -0.9808 -1.3801  0.000
C -2.3144 -0.4836 -0.6468  0.000
Na 0.6725 0.6295 1.1740  0.010
O -1.4679 -0.0281 0.0111  0.000

Charge: +1
<S²>: 0.76
HOMO level (spin up / spin down), eV: -13.6 / -15.1
Orbital gap (spin up / spin down), Eh: 0.3383 / 0.3775
Lowest unoccupied orbital energy (spin up / spin down), eV: -4.4 / -4.8
Multiplicity: 2
Electronic energy, eV: -11663.2349



Here is C3H3O2P in the gas phase in a non-equilibrium geometry from OMol25. Energies are from wB97M-V/def2-TZVPD.

Last column: Mulliken charge in e.
Atoms and positions in Å:
C -0.2589 -0.4369 -1.0124  -0.256
C 2.0173 -0.7217 -2.4116  0.613
C 0.7374 0.0241 0.1003  -0.308
O 3.0587 -1.0346 -2.7862  -0.268
O 1.9820 0.2112 -0.1761  -0.669
P 0.3268 -0.7637 -2.5458  -0.229
H -1.1806 -0.4324 -0.5859  0.466
H 0.3383 0.7427 0.8205  0.385
H 0.5291 -0.9290 0.5673  0.266

Charge: 0
HOMO level (spin up / spin down), eV: -8.7 / -8.7
Orbital gap (spin up / spin down), Eh: 0.2694 / 0.2692
Lowest unoccupied orbital energy (spin up / spin down), eV: -1.4 / -1.4
Multiplicity: 1
Electronic energy, eV: -16538.9484



Here is 2 unconnected molecules or ions with the total composition C3H3O2S in a non-equilibrium geometry from OMol25. Energies are from wB97M-V/def2-TZVPD.

Last column: Mulliken charge in e.
Atoms and positions in Å:
C 0.4171 0.5958 0.2845  0.177
C 1.2118 -0.2670 0.6718  -0.714
C -0.4925 1.7790 0.2600  -0.730
O 0.5218 -2.4141 -1.7899  -0.459
O -0.4819 -2.9949 0.3205  -0.441
S 0.7782 -2.7031 -0.3629  0.567
H 0.0394 2.5608 -0.5055  0.170
H -1.3442 1.3794 -0.2069  0.235
H -0.6498 2.0641 1.3284  0.196

Charge: -1
HOMO level, eV: -4.0
Orbital gap, Eh: 0.2837
Lowest unoccupied orbital energy, eV: 3.7
Multiplicity: 1
Electronic energy, eV: -18087.3079



Here is 2 unconnected molecules or ions with the total composition C3H3O2S in a non-equilibrium geometry from OMol25. Energies are from wB97M-V/def2-TZVPD.

Last column: Mulliken charge in e.
Atoms and positions in Å:
C -3.9640 0.2023 0.3460  0.422
C -1.5661 0.6018 -0.1936  0.033
C -0.0127 0.1036 -0.0372  -0.999
O -4.3287 1.2398 0.7772  -0.364
O -1.6832 1.6188 -0.8615  -0.491
S -4.3270 -1.2674 -0.1535  -0.390
H 0.3373 0.5175 0.9096  0.231
H 0.0525 -0.9794 0.0054  0.264
H 0.5874 0.5052 -0.8524  0.294

Charge: -1
HOMO level (spin up / spin down), eV: -2.0 / -2.0
Orbital gap (spin up / spin down), Eh: 0.2050 / 0.2051
Lowest unoccupied orbital energy (spin up / spin down), eV: 3.5 / 3.5
Multiplicity: 1
Electronic energy, eV: -18089.0928



Here is a gas-phase ion, C3H3O3 (charge +1) in a non-equilibrium geometry from OMol25. Energies are from wB97M-V/def2-TZVPD.

Last column: Mulliken charge in e.
Atoms and positions in Å:
C 3.7487 0.1768 -0.3766  0.228
C 1.1575 -0.5404 0.0623  -0.010
C -0.0120 0.2639 0.0726  0.198
O 4.8054 0.0002 -0.0680  -0.061
O -1.1415 -0.2626 -0.1785  -0.301
O 2.2398 -0.0853 0.5068  -0.229
H 1.0688 -1.5746 -0.2820  0.380
H 0.0857 1.3087 0.3750  0.368
H -1.9371 0.2961 -0.0892  0.427

Charge: +1
HOMO level (spin up / spin down), eV: -15.7 / -15.3
Orbital gap (spin up / spin down), Eh: 0.2965 / 0.2759
Lowest unoccupied orbital energy (spin up / spin down), eV: -7.7 / -7.8
Multiplicity: 1
Electronic energy, eV: -9290.4361



Here is 2 unconnected molecules or ions with the total composition C3H3O3 in a non-equilibrium geometry from OMol25. Energies are from wB97M-V/def2-TZVPD.

Last column: Mulliken spin population.
Atoms and positions in Å:
C 1.5261 -1.1190 1.3124  0.001
C -0.2536 1.2936 -0.2745  0.393
C -1.0413 0.5513 -0.9604  1.108
O 2.6091 -1.4348 1.3771  0.008
O -1.7589 -0.2437 -1.5854  0.215
O 0.4254 -0.7883 1.2398  0.022
H 0.6296 1.7971 -0.1923  0.058
H -0.6067 1.1422 0.7943  0.182
H -1.5298 -1.1985 -1.7110  0.013

Charge: +1
<S²>: 2.00
HOMO level (spin up / spin down), eV: -13.3 / -17.3
Orbital gap (spin up / spin down), Eh: 0.3020 / 0.2851
Lowest unoccupied orbital energy (spin up / spin down), eV: -5.0 / -9.5
Multiplicity: 3
Electronic energy, eV: -9288.1624



Here is 2 unconnected molecules or ions with the total composition C3H3O3P in a non-equilibrium geometry from OMol25. Energies are from wB97M-V/def2-TZVPD.

Last column: Mulliken charge in e.
Atoms and positions in Å:
C 0.5984 -0.5437 -0.4927  -0.660
C -0.4814 -0.1097 0.0895  -0.021
C -1.5586 -1.0379 0.3648  0.666
O -1.9273 -1.9559 1.0079  -0.312
O -3.7870 0.4004 1.0841  -0.531
O -2.8968 -0.4519 -0.9027  -0.363
P -3.9182 0.5701 -0.4237  0.336
H 1.5343 -0.0456 -0.5790  0.287
H 0.5560 -1.4322 -1.1060  0.249
H -0.5561 0.8204 0.6456  0.348

Charge: 0
HOMO level, eV: -9.6
Orbital gap, Eh: 0.3334
Lowest unoccupied orbital energy, eV: -0.5
Multiplicity: 1
Electronic energy, eV: -18589.3523



Here is C3H3O3P in the gas phase in a non-equilibrium geometry from OMol25. Energies are from wB97M-V/def2-TZVPD.

Last column: Mulliken spin population.
Atoms and positions in Å:
C 1.7293 0.2498 0.4205  0.435
C 0.5848 0.1594 -0.2929  0.104
C -0.3779 -0.9891 -0.3578  0.209
O -0.3008 -2.1320 -0.0598  0.292
O -2.0820 0.9851 1.0227  0.404
O -1.8287 -0.4553 -1.0002  0.121
P -2.7685 0.5513 -0.2040  0.399
H 2.3726 1.1069 0.4650  0.017
H 2.2475 -0.4911 0.9538  0.018
H 0.4236 1.0150 -0.9472  0.002

Charge: 0
<S²>: 2.03
HOMO level (spin up / spin down), eV: -5.9 / -9.8
Orbital gap (spin up / spin down), Eh: 0.1602 / 0.1740
Lowest unoccupied orbital energy (spin up / spin down), eV: -1.5 / -5.1
Multiplicity: 3
Electronic energy, eV: -18585.7366



Here is 2 unconnected molecules or ions with the total composition C3H3O3S in a non-equilibrium geometry from OMol25. Energies are from wB97M-V/def2-TZVPD.

Last column: Mulliken charge in e.
Atoms and positions in Å:
C -2.0946 -0.6031 0.9083  -0.452
C 0.3375 0.5322 -1.2512  -0.384
C -3.0808 -0.9705 0.3323  -0.223
O 1.3968 0.9776 -0.7137  -0.148
O 3.8600 1.0080 -0.0923  -0.516
O 2.3785 -0.7106 0.8080  -0.538
S 2.9464 -0.0795 -0.3901  0.576
H -1.2143 -0.4935 1.5759  0.377
H -3.9224 -0.8743 -0.3632  0.296
H -0.6070 1.2136 -0.8140  0.011

Charge: -1
HOMO level, eV: -3.3
Orbital gap, Eh: 0.2595
Lowest unoccupied orbital energy, eV: 3.8
Multiplicity: 1
Electronic energy, eV: -20133.5054



Question: Which formula does entry 8 have?
Answer: C3H3O3